{
  "formula": "C4H12NS3",
  "method": "the ωB97M-V functional and the def2-TZVPD basis",
  "symbols": ["C", "C", "S", "S", "H", "H", "H", "H", "H", "H", "C", "C", "S", "N", "H", "H", "H", "H", "H", "H"],
  "xyz": [[1.6384, 2.1961, 0.1333], [0.3041, 1.9270, -0.5468], [0.6636, 1.3905, -2.2541], [-0.4618, -0.3382, -2.4997], [2.2609, 2.8967, -0.4313], [2.1895, 1.2681, 0.2492], [1.5115, 2.6249, 1.1257], [-0.3694, 2.7819, -0.4718], [-0.1600, 1.0443, -0.0971], [0.5450, -1.1926, -2.2043], [-1.1678, -2.3444, 2.0993], [0.2453, -1.8223, 1.7598], [0.4000, -0.0495, 2.1699], [-2.2085, -1.5753, 1.4081], [-1.2347, -2.2737, 3.1950], [-1.2452, -3.4008, 1.7873], [0.5035, -2.0661, 0.7232], [0.9978, -2.3219, 2.3649], [-1.7068, -0.7036, 1.1949], [-2.9402, -1.2728, 2.0370]],
  "nbo_charge": [-0.619, -0.551, 0.039, -0.152, 0.175, 0.239, 0.221, 0.198, 0.284, 0.127, -0.231, -0.530, -0.712, -0.877, 0.164, 0.149, 0.165, 0.189, 0.380, 0.339],
  "spin_multiplicity": 1,
  "lumo_ha": 0.115,
  "homo_lumo_gap_ha": 0.2181,
  "total_charge": -1,
  "largest_force_ev_per_a": 0.71
}

---

{
  "formula": "C4H12O",
  "method": "the ωB97M-V functional and the def2-TZVPD basis",
  "symbols": ["C", "C", "C", "H", "H", "H", "H", "H", "H", "H", "H", "C", "O", "H", "H", "H", "H"],
  "xyz": [[0.5161, -0.7982, -1.4357], [1.2116, -1.6555, -0.3382], [1.5993, -0.8406, 0.9345], [-0.4311, -1.2923, -1.5606], [0.9678, -0.6935, -2.3837], [0.2401, 0.2655, -1.0532], [0.7043, -2.7059, -0.1538], [2.1534, -1.9615, -0.8350], [1.3022, -1.4987, 1.7037], [2.7166, -0.5900, 0.8450], [1.0358, 0.1298, 1.0626], [-2.4002, 1.7451, 0.4975], [-1.4423, 2.8471, 0.7053], [-2.0805, 0.9256, 1.1328], [-2.3294, 1.5294, -0.5285], [-3.1925, 2.1338, 0.9936], [-0.5712, 2.4599, 0.4137]],
  "nbo_charge": [-0.609, -0.407, -0.615, 0.210, 0.211, 0.182, 0.201, 0.201, 0.215, 0.215, 0.196, -0.254, -0.729, 0.161, 0.180, 0.192, 0.453],
  "spin_multiplicity": 1,
  "lumo_ha": 0.033,
  "homo_lumo_gap_ha": 0.4138,
  "largest_force_ev_per_a": 4.38,
  "smiles": "CCC.CO"
}

---

{
  "formula": "C4H12O",
  "method": "the ωB97M-V functional and the def2-TZVPD basis",
  "symbols": ["C", "C", "C", "H", "H", "H", "H", "H", "H", "H", "H", "C", "O", "H", "H", "H", "H"],
  "xyz": [[-1.3801, -2.0365, 1.5199], [-0.0949, -1.6585, 0.6658], [0.7608, -0.7800, 1.4872], [-1.7964, -1.2062, 2.1730], [-1.2326, -2.9511, 2.1526], [-2.0322, -2.4090, 0.7425], [0.4093, -2.5610, 0.2059], [-0.4912, -1.1040, -0.2972], [1.5802, -0.2676, 1.1086], [0.2034, 0.0710, 2.0364], [1.2762, -1.4055, 2.2532], [-0.1672, 1.7541, -1.7931], [0.8739, 2.6704, -1.7521], [-1.1540, 2.1139, -1.4287], [-0.2368, 1.3699, -2.8535], [0.1307, 0.9155, -1.1193], [1.6406, 2.3962, -2.2357]],
  "nbo_charge": [-0.616, -0.400, -0.621, 0.213, 0.204, 0.209, 0.210, 0.184, 0.212, 0.202, 0.203, -0.241, -0.732, 0.187, 0.159, 0.158, 0.471],
  "spin_multiplicity": 1,
  "lumo_ha": 0.034,
  "homo_lumo_gap_ha": 0.4088,
  "largest_force_ev_per_a": 3.16,
  "smiles": "CCC.CO"
}

---

{
  "formula": "C4H12O",
  "method": "the ωB97M-V functional and the def2-TZVPD basis",
  "symbols": ["C", "C", "O", "H", "H", "H", "H", "H", "H", "C", "C", "H", "H", "H", "H", "H", "H"],
  "xyz": [[-1.3144, 0.5954, 0.8105], [-1.0498, 0.8187, -0.6787], [-2.2921, 1.1504, -1.3040], [-1.3700, 1.5787, 1.2752], [-0.4392, 0.1300, 1.2396], [-2.2136, -0.0099, 0.9101], [-0.2573, 1.5621, -0.8150], [-0.6720, -0.1194, -1.1068], [-2.2220, 0.8300, -2.2132], [2.2190, -0.9072, -0.1443], [2.2467, -1.5071, 1.2665], [3.2205, -0.6710, -0.4892], [1.9127, -1.6811, -0.8435], [1.5790, -0.0372, -0.2358], [1.2757, -1.4180, 1.7384], [2.9240, -0.9684, 1.9371], [2.5531, -2.5436, 1.2172]],
  "nbo_charge": [-0.625, -0.062, -0.723, 0.208, 0.205, 0.220, 0.156, 0.153, 0.468, -0.609, -0.606, 0.204, 0.202, 0.200, 0.201, 0.202, 0.206],
  "spin_multiplicity": 1,
  "lumo_ha": 0.034,
  "homo_lumo_gap_ha": 0.4156,
  "largest_force_ev_per_a": 1.26,
  "smiles": "CCO.CC"
}

---

{
  "formula": "C4H12O",
  "method": "the ωB97M-V functional and the def2-TZVPD basis",
  "symbols": ["C", "C", "C", "C", "H", "H", "H", "H", "H", "H", "H", "H", "H", "H", "O", "H", "H"],
  "xyz": [[1.3634, 1.0144, 1.5368], [0.1898, 0.2747, 0.6029], [-1.2973, 0.6796, 1.1378], [-2.3840, -0.0025, 0.2458], [2.2353, 0.4410, 1.6946], [1.6840, 1.8982, 0.9193], [0.8544, 1.6206, 2.3690], [0.3806, 0.4606, -0.4750], [0.2568, -0.8303, 0.7259], [-1.1848, 0.4658, 2.2184], [-1.4901, 1.7339, 1.0026], [-3.3612, 0.5457, 0.4334], [-2.3615, 0.0468, -1.0012], [-2.1678, -1.0427, 0.0916], [1.7813, -1.7115, -2.7929], [1.6233, -1.0109, -3.4304], [2.0491, -2.4333, -3.3450]],
  "nbo_charge": [-0.631, -0.388, -0.411, -0.649, 0.215, 0.201, 0.209, 0.201, 0.192, 0.212, 0.192, 0.228, 0.202, 0.226, -0.929, 0.466, 0.465],
  "spin_multiplicity": 1,
  "lumo_ha": 0.031,
  "homo_lumo_gap_ha": 0.4020,
  "largest_force_ev_per_a": 4.81,
  "smiles": "CCCC.O"
}

---

{
  "formula": "C4H12O",
  "method": "the ωB97M-V functional and the def2-TZVPD basis",
  "symbols": ["C", "C", "O", "H", "H", "H", "H", "H", "H", "C", "C", "H", "H", "H", "H", "H", "H"],
  "xyz": [[0.6072, 2.0865, -2.4927], [-0.3171, 1.2261, -1.6287], [0.0815, -0.0900, -1.2978], [1.3027, 2.7385, -1.9791], [-0.0382, 2.6655, -3.1500], [1.2212, 1.3493, -3.0445], [-0.4458, 1.7939, -0.6899], [-1.3293, 1.1260, -2.0431], [0.8303, -0.3791, -1.7951], [0.2391, -1.1913, 2.6697], [-0.8063, -1.9276, 1.8611], [0.1399, -1.3678, 3.7594], [1.2119, -1.6753, 2.4938], [0.3900, -0.1343, 2.4553], [-0.7858, -2.9955, 2.0445], [-0.5170, -1.7459, 0.8227], [-1.7843, -1.4790, 2.0146]],
  "nbo_charge": [-0.637, -0.061, -0.725, 0.214, 0.221, 0.196, 0.163, 0.163, 0.466, -0.603, -0.612, 0.194, 0.195, 0.206, 0.202, 0.219, 0.199],
  "spin_multiplicity": 1,
  "lumo_ha": 0.035,
  "homo_lumo_gap_ha": 0.4105,
  "largest_force_ev_per_a": 2.10,
  "smiles": "CCO.CC"
}